1.
Density functional theory data (ωB97M-V/def2-TZVPD) for a structure of composition F2H3N2PS at a distorted geometry.

```
! RIJCOSX wB97M-V def2-TZVPD def2/J DEFGRID3
* xyz 0 1
N 0.3444 0.3220 -0.0794
N -0.8173 -0.4048 -0.1520
F -0.0559 -2.9257 0.1115
F -0.0626 -1.1138 2.3018
P -1.1811 -1.7401 0.6427
S -3.0136 -2.3912 0.9683
H 0.4385 0.4931 0.9207
H 1.1343 -0.1913 -0.6276
H -1.5843 0.1724 -0.4831
*
```

Results
Energy relative to the best compared isomer or geometry (same formula, charge and spin) in kJ/mol: 148.8
F_max in eV/A: 4.561
Highest occupied orbital energy in eV: -10.5
Kohn-Sham gap in eV: 9.71



2.
Density functional theory data (ωB97M-V/def2-TZVPD) for a cluster of 2 separate species, C4H9NO in total at a distorted geometry.

```
! RIJCOSX wB97M-V def2-TZVPD def2/J DEFGRID3
* xyz 0 1
N -0.8376 -0.3327 2.1639
C -0.5678 -0.2813 0.8048
C 0.4818 -0.8765 0.2382
C 0.5784 -0.9910 -1.2131
C 1.5896 -1.5963 -1.8438
H -1.3959 0.4008 2.5527
H -0.3464 -0.9695 2.7617
H -1.2984 0.3366 0.2972
H 1.2409 -1.4089 0.7940
H -0.1563 -0.5051 -1.8338
H 1.5272 -1.8440 -2.9011
H 2.5311 -1.8496 -1.3873
H -1.1651 2.5920 0.3490
H 0.0402 3.1043 -0.4093
O -0.9245 3.1247 -0.4248
*
```

Results
Energy relative to the best compared isomer or geometry (same formula, charge and spin) in kJ/mol: 209.0
F_max in eV/A: 1.570
Highest occupied orbital energy in eV: -7.7
Kohn-Sham gap in eV: 8.40



3.
Density functional theory data (ωB97M-V/def2-TZVPD) for the ion C3H7OS with charge -1 at a distorted geometry.

```
! RIJCOSX wB97M-V def2-TZVPD def2/J DEFGRID3
* xyz -1 1
C -1.3641 -0.5376 -0.1892
O -2.6206 -0.0979 -0.1587
C -0.3248 0.3942 0.5074
C 1.1312 -0.0481 0.4330
S 1.8031 -0.2059 -1.3042
H -0.9697 -0.5801 -1.2364
H -1.1194 -1.5429 0.2558
H -0.4304 1.3647 0.0043
H -0.5235 0.5386 1.5731
H 1.3187 -1.0420 0.8353
H 1.7368 0.7311 0.8801
H 1.3628 1.0259 -1.6005
*
```

Results
Energy relative to the best compared isomer or geometry (same formula, charge and spin) in kJ/mol: 170.3
F_max in eV/A: 1.071
Highest occupied orbital energy in eV: -2.1
Kohn-Sham gap in eV: 5.51



4.
Density functional theory data (ωB97M-V/def2-TZVPD) for the molecule C7H14.

```
! RIJCOSX wB97M-V def2-TZVPD def2/J DEFGRID3
* xyz 0 1
C -0.0418 -2.1120 1.5092
C -0.9234 -0.6451 -1.1183
C -1.0502 0.8887 -1.2223
C 0.4505 1.0033 -0.8770
C 0.9123 2.1585 -0.0041
C 0.4032 -0.4590 -0.3392
C 0.2383 -0.6476 1.1663
H -1.7270 -1.1716 -0.5923
H -0.9910 -2.4484 1.0756
H 0.7448 -2.7643 1.1103
H -0.7756 -1.1222 -2.0917
H -1.3846 1.3079 -2.1763
H -1.6778 1.3008 -0.4231
H 1.0319 1.0045 -1.8080
H 0.3550 2.2022 0.9389
H 1.9798 2.0870 0.2357
H 0.7529 3.1104 -0.5257
H 1.2362 -1.0900 -0.6765
H -0.0968 -2.2722 2.5906
H -0.5825 -0.0193 1.5415
H 1.1459 -0.3117 1.6865
*
```

Results
Energy relative to the best compared isomer or geometry (same formula, charge and spin) in kJ/mol: 67.0
F_max in eV/A: 0.205
Highest occupied orbital energy in eV: -10.3
Kohn-Sham gap in eV: 11.57